The following is a quantum chemistry calculation of C26H38MoN2O3Sb2 as an isolated structure at a distorted geometry, from OMol25.

Results
- E_LUMO (eV) = -7.73
- gap between HOMO and LUMO (eV) = 6.3866
- multiplicity = 1
- total charge = +2

Each line ends with the Mulliken charge.
Positions of all 72 atoms, in Å:
Mo  0.5818  0.4948  0.3321  -1.7154
N  0.2528  -1.0843  -1.3303  -0.4699
C  1.0630  -2.3202  -1.1633  -0.3004
C  2.1168  -2.1287  -0.1003  0.0836
O  2.9825  -2.9121  0.1473  -0.5261
N  1.8810  -0.9571  0.6362  -0.0532
C  2.6013  -0.7695  1.9248  -0.6064
C  1.7392  0.3590  2.4706  0.6036
O  0.8493  0.1643  3.2811  -0.4438
O  1.8104  1.4501  1.7026  -0.5968
H  0.5993  -0.5969  -2.1507  0.1313
H  -0.7158  -1.3101  -1.5335  0.2680
H  0.4299  -3.1449  -0.8398  0.1872
H  1.5351  -2.6206  -2.0946  0.4346
H  2.5786  -1.6504  2.5566  0.3165
H  3.6283  -0.4637  1.7421  0.4505
C  -2.7807  2.8667  0.3706  -0.6717
Sb  -1.2690  2.1668  1.6657  0.6225
C  -0.2485  3.9348  2.1906  -1.0031
C  -2.4350  1.7468  3.3987  -1.5568
C  -3.6309  0.8868  3.1164  0.7677
C  -4.8625  1.4917  2.8773  -0.6226
C  -6.0048  0.7354  2.6596  -0.7946
C  -5.9254  -0.6489  2.6868  -0.7107
C  -4.7017  -1.2597  2.9175  -0.6589
C  -3.5494  -0.5074  3.1264  0.6748
C  -2.2485  -1.1968  3.3869  -1.4166
Sb  -1.0386  -1.5090  1.6618  0.9768
C  -2.3842  -2.5354  0.3807  -1.4069
C  0.0986  -3.1083  2.4489  -1.3001
H  -3.3932  2.0387  0.0170  0.4205
H  -2.2971  3.3693  -0.4670  -0.1776
H  -3.4067  3.5758  0.9140  0.5155
H  -0.8211  4.4238  2.9768  0.5145
H  -0.1962  4.5738  1.3079  0.1619
H  0.7508  3.6986  2.5434  0.3629
H  -2.7464  2.7565  3.6680  0.8090
H  -1.7641  1.3770  4.1693  0.5890
H  -4.9328  2.5748  2.8847  0.4396
H  -6.9548  1.2256  2.4907  0.4412
H  -6.8142  -1.2504  2.5474  0.4379
H  -4.6446  -2.3428  2.9624  0.4508
H  -2.4001  -2.2269  3.7113  0.7382
H  -1.6004  -0.7002  4.1030  0.6171
H  -2.9719  -3.1979  1.0196  0.4433
H  -1.8505  -3.1442  -0.3489  0.4822
H  -3.0582  -1.8423  -0.1211  0.4188
H  -0.6176  -3.9157  2.6008  0.5336
H  0.5032  -2.7869  3.4048  0.4180
H  0.8983  -3.4538  1.7986  0.4274
C  -1.1618  1.4433  -3.1346  -1.9274
C  -0.0451  2.2215  -2.4274  3.3560
C  1.2381  2.1599  -3.2920  -1.5086
C  0.2150  1.5929  -1.1096  -0.2261
C  -0.4220  3.6754  -2.1090  0.1081
C  0.4924  4.4801  -1.4290  -0.2877
C  0.1941  5.8029  -1.1398  -0.9767
C  -1.0281  6.3400  -1.5287  -0.5861
C  -1.9450  5.5441  -2.1997  -0.7042
C  -1.6481  4.2151  -2.4842  -0.2554
H  -0.8415  0.4189  -3.3444  0.4139
H  -1.3826  1.9133  -4.0925  0.5320
H  -2.0764  1.4033  -2.5417  0.2981
H  1.5182  1.1242  -3.5095  0.3864
H  2.0791  2.6538  -2.8092  0.3391
H  1.0399  2.6645  -4.2386  0.4693
H  0.7490  2.2003  -0.2428  0.6274
H  1.4613  4.0917  -1.1297  0.4423
H  0.9231  6.4179  -0.6272  0.4682
H  -1.2592  7.3758  -1.3161  0.4645
H  -2.8966  5.9553  -2.5125  0.4460
H  -2.3824  3.6211  -3.0129  0.4147

The following is a quantum chemistry calculation of one molecule with the formula C26H38N4, from OMol25.

Results
- structure (SMILES) = CN(C)CCN(C)Cc1c2ccccc2c(CN(C)CCN(C)C)c2ccccc12
- energy relative to the best compared isomer or geometry (same formula, charge and spin) (kJ/mol) = 0.0
- E_LUMO (eV) = -0.10
- gap between HOMO and LUMO (eV) = 7.1470
- multiplicity = 1

Each line ends with the Mulliken charge.
Positions of all 68 atoms, in Å:
C  -2.1707  2.4375  -3.6906  -1.2697
N  -0.9032  2.0737  -3.0936  0.8566
C  -0.4711  0.7788  -3.5732  -1.4300
C  0.1108  3.0961  -3.2984  -1.0066
C  1.2338  3.0494  -2.2447  -0.8729
N  0.9392  3.5979  -0.9369  0.1607
C  0.6894  5.0210  -0.9389  -1.2169
C  -0.1028  2.8864  -0.2002  -1.9150
C  0.1902  1.4157  -0.0428  0.5124
C  1.4587  1.0037  0.3954  1.2640
C  2.4138  1.9446  0.8675  -1.0805
C  3.6351  1.5587  1.3243  -0.9284
C  3.9814  0.1957  1.3385  -0.9633
C  3.0995  -0.7380  0.8910  -1.1207
C  1.8113  -0.3875  0.3993  1.0652
C  0.8873  -1.3376  -0.0662  0.6681
C  1.2477  -2.7958  -0.2137  -1.7611
N  0.4840  -3.6313  0.7057  0.7492
C  0.7452  -5.0367  0.5109  -1.2994
C  0.5681  -3.2209  2.0995  -1.0849
C  -0.8433  -3.0999  2.6956  -0.4227
N  -0.8671  -2.1973  3.8368  -0.0507
C  -0.9144  -0.8104  3.4199  -0.7847
C  -1.9620  -2.4925  4.7376  -1.0161
C  -0.4218  -0.9347  -0.3748  1.2377
C  -1.4168  -1.8845  -0.7331  -1.0291
C  -2.7032  -1.5152  -0.9758  -0.9236
C  -3.0798  -0.1644  -0.8643  -0.7788
C  -2.1515  0.7803  -0.5545  -1.2375
C  -0.7883  0.4498  -0.3268  1.1980
H  -2.9017  1.6643  -3.4573  0.3411
H  -2.1144  2.5468  -4.7860  0.3660
H  -2.5173  3.3798  -3.2668  0.3411
H  -1.2305  0.0377  -3.3293  0.3483
H  -0.3051  0.7715  -4.6637  0.3949
H  0.4542  0.4900  -3.0799  0.3240
H  -0.3730  4.0743  -3.2487  0.4714
H  0.5684  3.0081  -4.3003  0.3508
H  1.5525  2.0166  -2.0961  0.1616
H  2.0892  3.6095  -2.6348  0.6017
H  0.7322  5.3875  0.0881  0.3533
H  1.4671  5.5199  -1.5152  0.3573
H  -0.2909  5.3021  -1.3547  0.3820
H  -0.1656  3.3504  0.7927  0.6688
H  -1.0671  3.0260  -0.7002  0.5389
H  2.1515  2.9876  0.8619  0.4534
H  4.3403  2.2907  1.6899  0.4199
H  4.9472  -0.1066  1.7171  0.4251
H  3.3856  -1.7767  0.9425  0.2824
H  0.9947  -3.1172  -1.2313  0.5697
H  2.3302  -2.9534  -0.0984  0.3915
H  0.5293  -5.3054  -0.5238  0.3028
H  1.7896  -5.3168  0.7294  0.4136
H  0.0883  -5.6121  1.1609  0.3344
H  1.0550  -2.2489  2.1680  0.2691
H  1.1643  -3.9244  2.6941  0.4005
H  -1.1809  -4.0848  3.0246  0.4766
H  -1.5238  -2.7600  1.8979  0.1139
H  -1.8399  -0.5675  2.8723  0.2961
H  -0.0711  -0.5837  2.7717  0.0439
H  -0.8509  -0.1728  4.3008  0.4587
H  -1.8689  -3.5166  5.0962  0.3603
H  -1.9058  -1.8216  5.5942  0.3259
H  -2.9502  -2.3716  4.2653  0.3636
H  -1.1485  -2.9262  -0.7685  0.4322
H  -3.4459  -2.2562  -1.2358  0.4170
H  -4.1126  0.1149  -1.0192  0.4524
H  -2.4754  1.8023  -0.4510  0.4768

The following is a quantum chemistry calculation of C26H39AlN2O4SbTe as an isolated structure, from OMol25.

Results
- energy relative to the best compared isomer or geometry (same formula, charge and spin) (kJ/mol) = 9.6
- E_LUMO (spin up / spin down) (eV) = 2.37 / 2.38
- gap between HOMO and LUMO (spin up / spin down) (eV) = 4.6582 / 6.2510
- multiplicity = 1
- total charge = -1

Each line ends with the Mulliken charge.
Positions of all 74 atoms, in Å:
Al  1.1301  1.5688  -1.5450  0.4208
C  3.9002  0.6596  1.4041  -1.7189
C  2.6481  1.2456  0.8233  1.2749
O  2.4136  0.9310  -0.4537  -0.7137
C  1.8403  2.1363  1.5619  0.8236
C  2.0999  2.4077  2.9341  -0.8184
C  1.2948  3.2519  3.6827  -0.7540
C  0.2022  3.8757  3.0894  -0.5684
C  -0.0648  3.6531  1.7328  -0.0559
C  0.7213  2.8166  0.9604  -0.0729
O  0.4247  2.6638  -0.3333  -0.5965
H  4.3692  0.0301  0.6487  0.3145
H  3.7117  0.0529  2.2959  0.2933
H  4.6118  1.4429  1.6968  0.4212
H  2.9443  1.9239  3.4108  0.3223
H  1.5174  3.4227  4.7298  0.3692
H  -0.4342  4.5354  3.6680  0.3579
H  -0.9051  4.1335  1.2429  0.3885
O  2.4456  1.4552  -2.9309  -0.2601
N  2.1995  2.0240  -4.0450  -0.5438
N  1.1074  2.6577  -4.0085  1.0596
O  0.3891  2.6785  -2.9161  -0.3872
C  0.6352  3.3900  -5.1584  0.2608
C  -0.6068  3.9853  -5.0696  -0.3898
C  -1.0882  4.6952  -6.1628  -0.4969
C  -0.3333  4.8028  -7.3193  -0.4731
C  0.9149  4.1948  -7.3851  -0.4335
C  1.4098  3.4847  -6.3043  -0.4305
H  -1.1735  3.8832  -4.1554  0.4836
H  -2.0614  5.1647  -6.1033  0.3542
H  -0.7129  5.3567  -8.1681  0.3704
H  1.5102  4.2747  -8.2853  0.3597
H  2.3785  3.0065  -6.3387  0.4392
C  0.3213  -3.5568  3.8802  -1.7859
C  0.9432  -2.5067  3.0085  1.5256
C  2.1934  -2.9278  2.3017  -1.3711
C  0.9825  -1.1405  3.6137  -0.8823
Sb  -0.5989  -1.6810  0.4000  0.8249
C  -1.2074  -3.6476  -0.4225  1.3506
C  -1.3394  -4.6312  0.7431  -1.3604
C  -0.0357  -4.0830  -1.3038  -1.7313
C  -2.4890  -3.6410  -1.2451  -1.6743
C  -2.4231  -0.7709  1.2474  1.8705
C  -3.6216  -0.7054  0.3100  -1.7714
C  -2.7946  -1.5204  2.5273  -1.3988
C  -1.9683  0.6508  1.5884  -1.8386
H  0.9053  -3.6544  4.8111  0.4373
H  0.3067  -4.5394  3.4045  0.3814
H  -0.7025  -3.3048  4.1710  0.2021
H  3.0024  -3.0820  3.0352  0.4219
H  2.5277  -2.1687  1.5910  0.1621
H  2.0600  -3.8674  1.7565  0.3060
H  1.7582  -1.1041  4.3967  0.5140
H  0.0345  -0.8676  4.0857  0.3259
H  1.2222  -0.3716  2.8776  -0.1706
H  -0.4055  -4.7106  1.3036  0.1481
H  -1.5846  -5.6330  0.3613  0.5098
H  -2.1268  -4.3441  1.4456  0.2363
H  0.9193  -4.0379  -0.7698  0.3036
H  0.0519  -3.4531  -2.1902  0.3110
H  -0.1904  -5.1223  -1.6278  0.4682
H  -3.3722  -3.5036  -0.6199  0.2845
H  -2.5971  -4.6097  -1.7557  0.4928
H  -2.4800  -2.8589  -2.0075  0.2751
H  -4.0494  -1.6889  0.1122  0.3149
H  -3.3586  -0.2447  -0.6440  0.2357
H  -4.4073  -0.0933  0.7771  0.4995
H  -3.1042  -2.5501  2.3273  0.2596
H  -3.6345  -1.0147  3.0238  0.5042
H  -1.9625  -1.5484  3.2354  0.0971
H  -1.7094  1.2145  0.6880  0.1892
H  -1.0924  0.6688  2.2454  0.1552
H  -2.7793  1.1847  2.1028  0.5631
Te  -0.6335  -0.3390  -1.9849  -0.7858